Computed, not measured: a molecular structure, C22H22N4O2PtS3Sb, with ωB97M-V/def2-TZVPD.

Geometry as ORCA input:
```
! wB97M-V def2-TZVPD RIJCOSX def2/J DEFGRID3
* xyz 1 1
Pt 0.960 0.454 0.720
Sb -1.205 0.583 2.199
S -0.714 -1.175 -2.208
S 1.508 -1.668 3.313
S 2.713 -1.234 -0.542
O 2.127 -0.826 4.285
O 0.112 -1.975 3.477
N 1.722 -1.050 1.778
N -0.136 0.278 -1.590
N -0.833 1.623 -3.378
N 0.892 2.335 -0.242
C 2.787 -4.139 3.815
C -1.660 -0.661 -3.619
C 2.454 -1.816 0.992
C 1.474 3.338 0.427
C -2.605 -0.822 2.929
C 1.113 4.846 -1.365
C -3.101 0.095 -5.864
C 0.401 2.560 -1.475
C 4.026 -5.124 1.978
C 2.463 -3.106 2.964
C 1.613 4.605 -0.102
C 0.497 3.814 -2.052
C -2.428 -1.589 -4.297
C -2.458 1.511 0.748
C -1.304 2.063 3.712
C -1.612 0.654 -4.062
C 3.582 -5.157 3.297
C -2.340 1.031 -5.175
C 3.697 -4.065 1.140
C 2.911 -3.053 1.653
C -0.220 1.393 -2.178
C -3.144 -1.217 -5.429
H 0.106 4.004 -3.040
H 1.200 5.826 -1.816
H -0.701 1.771 4.569
H -0.866 2.555 -3.747
H -2.312 2.064 -5.507
H -2.170 -1.360 3.762
H -1.975 2.421 0.391
H -3.465 -0.229 3.238
H -3.426 1.757 1.185
H 2.099 5.381 0.473
H -3.729 -1.953 -5.962
H 3.866 -5.982 3.937
H -3.657 0.400 -6.740
H -2.348 2.153 4.007
H -2.460 -2.614 -3.945
H -2.598 0.827 -0.089
H 1.836 3.095 1.416
H 4.044 -4.020 0.115
H -0.945 3.011 3.316
H 2.442 -4.165 4.840
H -2.880 -1.518 2.140
H 4.647 -5.929 1.607
*
```

Properties
Electronic energy = -2774.95296 Eh
Frontier orbital gap = 6.39 eV
Energy above the lowest of the compared OMol25 structures with the same formula, charge and spin = 24.8 kcal/mol
HOMO level = -10.08 eV
F_max = 1.7 eV/Å
Lowest unoccupied orbital energy = -3.69 eV